1.
{
  "formula": "C7H9N",
  "method": "the ωB97M-V functional and the def2-TZVPD basis",
  "species": ["C", "C", "H", "C", "C", "H", "H", "H", "C", "H", "H", "C", "H", "H", "H", "C", "N"],
  "coordinates": [[-1.14232, 1.89610, -0.31017], [-1.53919, -1.63067, -0.50695], [-2.03039, 1.75452, -0.93499], [-0.55788, 0.59673, 0.19669], [-0.82260, -0.52529, -0.64684], [2.07815, 1.61546, 1.97327], [2.54926, -1.20614, 0.09668], [-0.41317, 2.44783, -0.91141], [1.50044, -1.43699, -0.11692], [-1.46281, 2.51550, 0.53315], [1.14261, -2.13083, 0.65374], [0.74002, 0.69545, 0.97847], [1.48975, -1.93944, -1.08923], [-1.78199, -2.22713, -1.38233], [-1.89851, -1.99374, 0.44973], [0.69479, -0.16796, -0.15467], [1.45383, 1.73660, 1.17175]],
  "mulliken_charge": [-1.38, -0.75, 0.40, 0.81, -0.20, 0.22, 0.37, 0.34, -1.35, 0.33, 0.31, 0.21, 0.40, 0.29, 0.31, 0.38, -0.68],
  "gap_ev": [6.97, 6.24],
  "smiles": "C=C1[C@@]2(C)C(=N)[C@]12C",
  "homo_ev": [-7.5, -7.3]
}

---

2.
{
  "formula": "C7H9N",
  "method": "the ωB97M-V functional and the def2-TZVPD basis",
  "species": ["C", "C", "H", "H", "H", "C", "C", "H", "H", "H", "C", "H", "H", "N", "C", "H", "C"],
  "coordinates": [[-2.21991, -1.51483, -0.11672], [-0.09867, 1.15748, -0.13735], [1.20017, 3.07905, -0.52485], [-2.79746, -2.11707, 0.73361], [-1.35425, 2.28196, 1.35653], [1.18493, 2.05367, 0.05740], [-0.88929, -1.15203, 0.30180], [-1.98360, 0.47215, 0.10416], [2.17152, 1.59276, -0.35056], [-0.41878, -1.93621, 0.93989], [1.52977, -1.00313, -0.33346], [-1.62306, 2.32799, -0.87117], [-2.80277, -1.34929, -1.37996], [2.40301, -1.76207, 0.13390], [0.14391, -0.21701, -0.18539], [1.10790, 2.19245, 1.30760], [-1.37087, 1.64096, 0.03829]],
  "mulliken_charge": [-0.54, 0.41, 0.28, 0.25, 0.22, -1.01, -0.52, 0.21, 0.34, 0.33, -0.04, 0.25, 0.24, -0.48, 0.41, 0.22, -0.57],
  "gap_ev": 8.65,
  "homo_ev": -8.7
}

---

Of them, 2 has the highest stability.

---

1.
{
  "formula": "C7H9N",
  "method": "the ωB97M-V functional and the def2-TZVPD basis",
  "species": ["H", "C", "H", "H", "C", "C", "H", "H", "C", "C", "H", "H", "C", "N", "H", "C", "H"],
  "coordinates": [[-0.94164, 2.02330, -0.41462], [1.34993, -0.95520, -0.47235], [-2.07175, -1.34425, 0.43597], [-0.35119, -2.32409, 0.09836], [-0.40001, -0.23029, 1.00387], [-1.05906, -0.10414, -0.87078], [0.23187, 1.94110, 1.03397], [-1.86913, -0.34910, -1.63488], [-0.12681, -1.08159, -0.24724], [-0.32446, 1.23213, -0.74185], [0.00346, -0.61480, 2.01609], [0.48117, 1.41170, -1.52162], [1.74491, 0.18814, 0.29804], [-1.91873, -0.11263, 0.54704], [2.63153, 1.12752, 0.40873], [0.37616, 0.99893, 0.54068], [2.24374, -1.80673, -0.47940]],
  "mulliken_charge": [0.44, -0.77, 0.33, 0.22, -0.10, -0.25, 0.43, 0.34, 0.17, -0.48, 0.33, 0.31, -0.31, -0.66, 0.24, -0.48, 0.25],
  "gap_ev": 9.81,
  "homo_ev": -9.1
}

---

2.
{
  "formula": "C7H9N",
  "method": "the ωB97M-V functional and the def2-TZVPD basis",
  "species": ["H", "H", "C", "C", "H", "H", "H", "C", "H", "C", "H", "C", "H", "C", "C", "H", "N"],
  "coordinates": [[2.02617, 0.17899, -1.60411], [0.50970, -0.78050, 1.77884], [-0.68003, -0.03778, 0.31657], [1.57171, 0.19711, -0.62557], [2.31115, 0.69938, -0.00964], [0.43770, 1.38054, 1.63818], [2.15772, -1.73068, 0.33940], [0.17064, 0.88429, -0.57144], [0.97861, -1.83785, -0.93484], [-2.06202, -0.30114, -0.03505], [-0.22723, 1.48203, -1.44313], [-3.21160, -0.53516, -0.36446], [-4.20895, -0.75850, -0.74850], [-0.26092, 1.34982, 0.75625], [1.30087, -1.22500, -0.11002], [-0.99779, 2.13061, 0.79557], [0.18426, -1.09617, 0.82196]],
  "mulliken_charge": [0.34, 0.35, 0.69, -0.72, 0.29, 0.19, 0.36, 0.08, 0.29, -1.07, 0.38, 0.20, 0.42, -1.03, -0.59, 0.35, -0.53],
  "gap_ev": 10.14,
  "smiles": "C#C[C@]12C[C@H]1CCN2",
  "homo_ev": -9.0
}

---

3.
{
  "formula": "C7H9N",
  "method": "the ωB97M-V functional and the def2-TZVPD basis",
  "species": ["H", "C", "H", "C", "H", "C", "H", "H", "H", "C", "H", "H", "C", "C", "C", "H", "N"],
  "coordinates": [[2.31999, 1.18916, -1.42044], [-1.32316, -0.57838, -1.87376], [-2.37007, -1.00335, -1.72719], [-0.62923, -0.26920, -0.54598], [-0.68513, -1.27891, -2.47307], [-0.51819, -0.60775, 1.95425], [-1.94397, -1.29654, 0.54905], [1.85958, 1.49809, 0.74089], [1.35627, 0.13462, -2.37610], [-1.08780, -0.76945, 0.65016], [1.04846, 0.53619, 2.93999], [-1.43329, 0.34371, -2.46130], [0.48756, 0.27139, 2.01568], [0.55092, 0.41672, -0.45412], [1.09338, 0.74760, 0.75431], [-0.72390, -1.23474, 2.79704], [1.30445, 0.83517, -1.65316]],
  "mulliken_charge": [0.25, -1.29, 0.34, 0.18, 0.29, -0.89, 0.44, 0.30, 0.23, -0.42, 0.30, 0.34, -0.31, 1.26, -0.77, 0.38, -0.62],
  "gap_ev": 9.27,
  "smiles": "Cc1ccccc1N",
  "homo_ev": -8.3
}

---

4.
{
  "formula": "C7H9N",
  "method": "the ωB97M-V functional and the def2-TZVPD basis",
  "species": ["H", "C", "N", "H", "C", "H", "H", "C", "H", "H", "C", "H", "C", "C", "H", "C", "H"],
  "coordinates": [[0.93019, 0.57077, -2.05369], [0.39422, -0.21324, -2.59298], [1.00798, 0.79161, 0.47800], [-1.85261, -1.07004, -0.16814], [1.19338, 0.33307, 1.93259], [-1.29932, -0.68854, 2.16324], [-1.83784, -0.61392, -2.42935], [-1.02206, -0.47523, -0.54553], [0.76242, 1.78778, 0.59772], [1.00940, -1.11349, -2.49836], [0.18586, 0.89551, 2.72962], [-0.11403, 0.83755, 3.76350], [-0.25386, 0.08035, 0.45686], [-0.91256, -0.38366, -1.91781], [1.85835, -0.52980, 1.90132], [-0.38002, -0.20314, 1.84402], [0.33049, -0.00559, -3.66101]],
  "mulliken_charge": [0.33, -1.00, -0.33, 0.21, 0.22, 0.44, 0.35, -0.49, 0.30, 0.25, -0.91, 0.22, 0.40, -0.34, 0.34, -0.32, 0.31],
  "gap_ev": 6.39,
  "homo_ev": -6.7
}

---

Of them, 3 has the highest stability.

---

1.
{
  "formula": "C7H9N",
  "method": "the ωB97M-V functional and the def2-TZVPD basis",
  "species": ["H", "C", "H", "C", "H", "N", "C", "H", "C", "C", "H", "H", "H", "C", "H", "H", "C"],
  "coordinates": [[-2.77636, 0.91092, 0.94108], [2.26962, 0.35438, -0.02923], [-2.75499, 0.89640, -0.59829], [1.33362, 1.37026, -0.00202], [3.31559, 0.44589, 0.12138], [-1.73849, -0.56692, -0.14909], [-2.79232, 0.36363, 0.08297], [-3.79225, -0.30399, 0.16667], [0.01938, 1.08499, -0.04379], [1.87775, -1.01264, 0.07705], [-0.85649, 1.80160, -0.20525], [0.01668, -2.33467, -0.04880], [1.57122, 2.33096, 0.06236], [0.55077, -1.25974, 0.02246], [2.39918, -1.82273, -0.00989], [-1.84982, -1.43601, 0.01128], [-0.44270, -0.32086, -0.00692]],
  "mulliken_charge": [0.46, -0.56, 0.58, -0.63, 0.35, -0.29, -1.35, 0.28, -0.28, -0.73, 0.18, 0.06, 0.52, -0.24, 0.54, 0.17, 0.96],
  "gap_ev": 8.51,
  "smiles": "CNc1ccccc1",
  "homo_ev": -7.5
}

---

2.
{
  "formula": "C7H9N",
  "method": "the ωB97M-V functional and the def2-TZVPD basis",
  "species": ["C", "N", "C", "H", "C", "H", "C", "H", "H", "H", "H", "H", "H", "C", "H", "C", "C"],
  "coordinates": [[0.14772, 1.11350, 0.97860], [1.09544, -1.09031, 0.81399], [-0.36592, -0.16431, -0.88114], [0.20853, -2.74269, 0.22572], [-1.24009, 2.06435, -0.66399], [0.88111, 1.38125, 1.83566], [0.29939, -0.05469, 0.34592], [1.86177, -3.08121, 0.98586], [1.19468, -1.07621, 1.80097], [-2.07403, 2.70765, -1.25882], [-0.35066, -1.11329, -1.35558], [-1.80910, 0.85935, -2.15106], [-0.69482, 2.99989, 0.97419], [-1.20871, 0.84128, -1.44671], [1.47458, -2.40911, -0.87323], [1.08394, -2.40396, 0.22305], [-0.50382, 2.16850, 0.44656]],
  "mulliken_charge": [-0.04, -0.30, -0.24, 0.53, -0.04, 0.18, 0.68, 0.24, 0.25, 0.15, 0.30, 0.62, 0.43, -1.10, 0.25, -1.03, -0.87],
  "gap_ev": 8.90,
  "smiles": "CNc1ccccc1",
  "homo_ev": -7.9
}

---

Of them, 2 has the highest stability.